No. 1
This record from OMol25 describes 8 unconnected molecules or ions with the total composition C58H143N7O9. The level of theory is ωB97M-V/def2-TZVPD.

Atoms and positions in Å:
C -3.80088 -0.85967 -1.59283
C -4.76050 -0.48462 -0.55565
N -4.21362 0.47207 0.56369
C -5.48369 0.96591 1.36223
C -3.38710 -0.47179 1.50900
C -2.62857 0.16824 2.65402
C -3.39573 1.68804 0.04353
C -4.18185 2.67139 -0.94886
O -4.78041 2.15186 -2.15332
C -5.54242 3.09191 -2.89328
H -3.37659 0.03754 -2.04350
H -4.23528 -1.55244 -2.31356
H -2.92029 -1.39773 -1.24192
H -5.20628 -1.37334 -0.10893
H -5.57137 -0.04183 -1.13405
H -6.23334 0.19569 1.54357
H -5.93277 1.70377 0.69739
H -5.16621 1.58346 2.20244
H -2.64673 -0.82123 0.78939
H -4.10455 -1.24387 1.78699
H -2.13996 -0.67402 3.14388
H -3.23277 0.74962 3.35047
H -1.93764 0.89913 2.23388
H -2.45337 1.32048 -0.36262
H -3.16660 2.20324 0.97636
H -3.46809 3.39246 -1.34723
H -4.87392 3.23510 -0.32328
H -5.74295 2.67739 -3.88124
H -4.96309 4.01494 -2.91547
H -6.49651 3.33702 -2.42667
C 0.60749 2.35940 2.85540
C -0.28302 3.48367 3.47735
N 0.25482 4.94657 3.19305
C -0.45446 5.91106 4.17775
C 1.81912 5.04184 3.32150
C 2.31107 4.57769 4.68481
C -0.29091 5.18238 1.75323
C -0.00254 6.62790 1.18890
O -1.09994 7.48613 1.47023
C -0.92297 8.77396 0.84280
H 1.68312 2.50789 2.95070
H 0.41082 2.19752 1.79558
H 0.26061 1.46619 3.37497
H -0.33702 3.49538 4.56594
H -1.29390 3.42776 3.07349
H -0.32391 5.67941 5.23483
H -1.49460 5.81114 3.86756
H -0.15170 6.92223 3.90577
H 2.03294 6.10631 3.22517
H 2.25009 4.44891 2.51479
H 3.40093 4.59524 4.68289
H 2.06032 3.55155 4.95360
H 2.15707 5.24019 5.53658
H -1.34925 4.93201 1.68010
H 0.26705 4.46590 1.15037
H 0.07874 6.51741 0.10756
H 0.94283 6.99552 1.58793
H -0.03951 9.23616 1.28323
H -1.77877 9.41985 1.03911
H -0.69851 8.63201 -0.21435
C 3.90883 -2.72187 2.85126
C 2.41265 -2.37830 2.87345
N 1.61250 -3.15841 3.90436
C 0.22150 -2.57469 3.90670
C 1.40480 -4.67152 3.56537
C 0.70667 -4.97608 2.23997
C 2.08243 -2.99752 5.32961
C 1.86490 -1.53497 6.02152
O 2.35279 -0.47211 5.26558
C 2.18729 0.75339 5.96974
H 4.21138 -3.76726 2.79041
H 4.44441 -2.36346 3.73035
H 4.36877 -2.20570 2.00856
H 1.83368 -2.62144 1.98250
H 2.24631 -1.32595 3.10366
H -0.46151 -3.11179 4.56481
H -0.27264 -2.67357 2.94018
H 0.34506 -1.56243 4.29162
H 0.91537 -5.03540 4.46877
H 2.40656 -5.10025 3.53755
H -0.18324 -4.50678 1.82056
H 0.62898 -6.06221 2.19108
H 1.31525 -4.89858 1.33901
H 3.12176 -3.28494 5.17061
H 1.59779 -3.79477 5.89318
H 2.34164 -1.53079 7.00172
H 0.80475 -1.53793 6.27481
H 3.03330 1.44051 5.95420
H 1.88917 0.65271 7.01333
H 1.32110 1.35231 5.68849
C 3.90369 -5.69909 -3.10844
C 3.30777 -4.26020 -3.50707
N 1.79531 -3.95181 -3.27323
C 1.49524 -3.96851 -1.76714
C 1.61808 -2.42144 -3.68791
C 1.94104 -2.20927 -5.13782
C 0.95611 -5.02066 -4.07731
C -0.53672 -4.93333 -3.97311
O -0.99190 -3.63062 -4.29166
C -2.43983 -3.55718 -4.25418
H 3.64151 -6.00041 -2.09427
H 4.98068 -5.53200 -3.09137
H 3.67061 -6.51040 -3.79804
H 3.46981 -4.38150 -4.57812
H 3.95616 -3.44656 -3.18199
H 2.17482 -3.17897 -1.44634
H 1.89743 -4.90420 -1.37878
H 0.43600 -3.77335 -1.59976
H 2.19186 -1.81161 -2.99006
H 0.55996 -2.20344 -3.54315
H 1.52782 -1.24908 -5.44669
H 1.59099 -2.89831 -5.90645
H 2.99993 -2.00701 -5.29892
H 1.46247 -5.94844 -3.81102
H 1.13521 -4.90024 -5.14573
H -0.83645 -5.15533 -2.94892
H -0.97553 -5.64984 -4.66748
H -3.00591 -4.35325 -4.73783
H -2.81315 -2.64986 -4.72907
H -2.80376 -3.60257 -3.22774
C -2.80713 -4.25986 -0.28086
C -4.14600 -4.70692 0.40256
N -5.21476 -5.35748 -0.56632
C -5.68670 -4.33948 -1.59821
C -4.58449 -6.46454 -1.36033
C -4.08343 -7.68140 -0.60902
C -6.42390 -5.89968 0.31929
C -7.63977 -6.47149 -0.38060
O -8.70551 -6.56830 0.46476
C -9.60672 -5.43297 0.42964
H -2.24192 -3.61575 0.39276
H -2.87629 -3.74470 -1.23894
H -2.17474 -5.13285 -0.44231
H -4.76294 -3.88621 0.76853
H -3.82860 -5.40609 1.17620
H -6.35740 -4.91947 -2.23214
H -4.83986 -3.78478 -2.00224
H -6.32112 -3.68359 -1.00202
H -3.76179 -5.99718 -1.90146
H -5.35639 -6.85538 -2.02328
H -3.48028 -7.38924 0.25060
H -3.45346 -8.27551 -1.27103
H -4.98457 -8.23496 -0.34518
H -6.77342 -5.04347 0.89622
H -5.89111 -6.55125 1.01189
H -7.40218 -7.51519 -0.58637
H -7.81050 -6.07761 -1.38251
H -10.33579 -5.50648 -0.37731
H -9.17853 -4.43833 0.30537
H -10.19609 -5.40438 1.34611
C 4.96234 1.43885 -1.52681
C 6.39165 1.09244 -0.92812
N 6.55196 1.04357 0.59084
C 5.35619 0.16309 1.01744
C 7.91556 0.39628 0.92160
C 8.00682 0.00849 2.38836
C 6.40288 2.41082 1.44843
C 7.67320 3.42704 1.33496
O 7.92022 3.73721 0.00061
C 9.08580 4.63524 -0.20807
H 4.30241 0.57887 -1.64096
H 5.22876 1.77985 -2.52723
H 4.38463 2.24339 -1.07177
H 7.15794 1.82396 -1.18459
H 6.74826 0.20878 -1.45734
H 5.56539 -0.84646 0.66368
H 4.35717 0.44195 0.68234
H 5.41929 0.07974 2.10242
H 8.60577 1.09666 0.45131
H 7.81137 -0.51014 0.32524
H 7.36966 -0.84346 2.62565
H 7.88306 0.82119 3.10411
H 9.00698 -0.40061 2.53127
H 6.17555 2.12415 2.47518
H 5.46009 2.85212 1.12517
H 8.54759 3.03323 1.85310
H 7.54356 4.30632 1.96596
H 8.94478 5.62565 0.22471
H 9.25147 4.59616 -1.28470
H 10.01864 4.22810 0.18199
C -1.39747 1.89275 -4.49585
C -1.24363 3.46457 -4.46492
N -0.21207 3.99530 -3.42820
C -0.29278 3.26643 -2.07620
C 1.11297 3.54728 -4.07763
C 2.36664 4.02484 -3.22871
C -0.34152 5.56412 -3.36000
C -1.74011 6.16655 -3.28869
O -2.39564 5.62440 -2.10568
C -3.35451 6.53943 -1.50826
H -1.61012 1.39184 -3.55142
H -0.55780 1.38644 -4.97199
H -2.20125 1.64597 -5.18949
H -2.22154 3.73363 -4.06568
H -1.11144 4.03016 -5.38727
H -1.27992 3.46521 -1.65893
H 0.48382 3.72719 -1.46571
H -0.15013 2.18688 -2.12442
H 1.02836 3.76684 -5.14193
H 1.16368 2.45879 -4.05067
H 2.39941 5.09641 -3.03186
H 3.25731 3.89805 -3.84412
H 2.53953 3.43785 -2.32669
H 0.12388 5.96455 -4.26064
H 0.25451 5.85938 -2.49649
H -2.15529 5.90038 -4.26074
H -1.79687 7.25247 -3.21350
H -2.79692 7.27564 -0.92930
H -3.96660 6.04992 -0.75075
H -4.11322 6.89962 -2.20305
C 1.48232 -0.27574 0.12140
C 0.05806 -0.79727 -0.22704
O -0.32532 -1.86241 0.28662
O -0.63124 -0.22704 -1.07855
H 1.95091 0.43031 -0.56420
H 2.12662 -1.15452 0.09441
H 1.47939 0.22624 1.08892

Output
Largest force on an atom   2.9 eV Å⁻¹
ΔE to the lowest compared entry with this formula, charge and spin   575.3 kJ/mol
Charge   +6
HOMO   -19.6 eV
Calculated total energy   -91254.129 eV



No. 2
This record from OMol25 describes a molecular structure, C16H7Cl5FeN6OS. The level of theory is ωB97M-V/def2-TZVPD.

Atoms and positions in Å:
Fe 0.60338 0.49354 0.88704
N 4.93791 1.78459 0.77977
C 3.59586 1.61444 0.47123
S 2.46751 2.39876 1.50265
N 3.34586 1.00330 -0.63820
N 2.05634 0.75350 -0.98935
C 1.81818 0.77712 -2.25789
C 0.57342 0.47548 -2.88847
C 0.48620 0.58839 -4.27919
C -0.68406 0.34495 -4.96282
C -1.82167 -0.03072 -4.24689
C -1.77670 -0.14645 -2.88255
C -0.58942 0.09515 -2.13624
O -0.61242 -0.00473 -0.86934
H 5.10842 1.88287 1.76922
H 5.53576 1.11762 0.31054
H 2.64263 1.07430 -2.91816
H 1.37527 0.88653 -4.82339
H -0.73014 0.45463 -6.03936
H -2.75175 -0.21813 -4.77540
H -2.65423 -0.43234 -2.31888
Cl -1.36839 1.92654 1.99790
C -2.20039 0.40161 1.90418
C -1.36459 -0.68635 1.68371
C -2.02528 -1.89065 1.47574
Cl -1.07724 -3.28765 1.12918
C -3.40896 -2.01937 1.49962
Cl -4.17735 -3.53792 1.19078
C -4.19040 -0.90785 1.79430
Cl -5.90717 -1.05568 1.89581
C -3.57951 0.32513 2.00532
Cl -4.54662 1.70889 2.38484
N 2.87071 -1.03641 6.68774
C 2.49150 -1.24382 5.61076
N 2.05741 -1.63027 4.47692
C 1.85802 -1.13361 3.34117
N 1.64190 -0.84539 2.22773

Output
Largest force on an atom   1.6 eV Å⁻¹
ΔE to the lowest compared entry with this formula, charge and spin   93.2 kJ/mol
⟨S²⟩   6.009
Charge   -2
HOMO (spin up / spin down)   -2.0 / -2.0 eV
2S+1   5
Calculated total energy   -135529.983 eV



Which value of calculated total energy does entry 1 give?
-91254.129 eV